(1)
Below is C47H39N3P2Ru as an isolated structure, with properties calculated with ωB97M-V/def2-TZVPD.

Computed properties:
E_HOMO (spin up / spin down) (eV): -10.092 / -10.231
Energy (eV): -74998.201
Orbital gap (spin up / spin down) (hartree): 0.2662 / 0.2315
ΔE to the lowest compared entry with this formula, charge and spin (kcal per mole): 16.0
Lowest unoccupied orbital energy (spin up / spin down) (eV): -2.85 / -3.93

The geometry in ORCA input format:
```
! RIJCOSX wB97M-V def2-TZVPD def2/J DEFGRID3
* xyz 1 2
Ru 0.429 0.282 -0.449
N -2.617 -0.314 -0.166
P -1.170 -1.215 0.039
C -1.242 -1.807 1.750
C -1.949 -1.103 2.719
C -2.042 -1.601 4.010
C -1.440 -2.808 4.333
C -0.723 -3.508 3.371
C -0.616 -3.006 2.084
C -1.663 -2.713 -0.887
C -2.632 -3.538 -0.297
C -3.151 -4.622 -0.985
C -2.703 -4.910 -2.267
C -1.754 -4.096 -2.862
C -1.244 -2.999 -2.181
C -2.534 1.007 -0.528
C -3.645 1.801 -0.809
C -3.438 3.116 -1.163
C -2.142 3.624 -1.212
C -1.100 2.777 -0.920
N -1.285 1.486 -0.600
H -3.509 -0.780 -0.259
H -2.442 -0.172 2.462
H -2.595 -1.051 4.760
H -1.523 -3.201 5.338
H -0.252 -4.449 3.623
H -0.076 -3.570 1.332
H -2.977 -3.344 0.710
H -3.898 -5.248 -0.515
H -3.098 -5.765 -2.800
H -1.402 -4.306 -3.863
H -0.526 -2.366 -2.677
H -4.638 1.377 -0.752
H -4.282 3.751 -1.397
H -1.943 4.653 -1.473
H -0.071 3.115 -0.930
C 0.905 -0.851 5.969
C 0.472 0.458 5.813
C 0.455 1.041 4.555
C 0.857 0.305 3.442
C 1.293 -1.006 3.604
C 1.322 -1.579 4.864
P 0.967 1.011 1.777
C 0.647 2.783 1.946
C 1.616 3.744 1.679
C 1.284 5.092 1.712
C -0.008 5.488 2.024
C -0.979 4.533 2.298
C -0.656 3.188 2.249
C 2.665 0.789 1.213
C 3.903 1.005 1.809
C 5.030 0.764 1.043
C 4.899 0.329 -0.278
C 3.655 0.087 -0.837
C 2.494 0.284 -0.078
H 0.928 -1.301 6.953
H 0.160 1.034 6.674
H 0.135 2.069 4.446
H 1.633 -1.572 2.744
H 1.671 -2.597 4.983
H 2.627 3.443 1.436
H 2.042 5.835 1.502
H -0.259 6.540 2.056
H -1.989 4.837 2.540
H -1.423 2.444 2.442
H 3.981 1.349 2.834
H 6.016 0.915 1.462
H 5.792 0.168 -0.869
H 3.603 -0.276 -1.858
C -1.094 2.880 -4.766
C -1.772 1.690 -4.534
C -1.188 0.687 -3.778
C 0.079 0.881 -3.235
C 0.760 2.073 -3.462
C 0.173 3.067 -4.235
N 0.653 -0.113 -2.393
C 1.270 -1.189 -3.024
C 1.324 -1.314 -4.420
C 1.934 -2.413 -5.001
C 2.516 -3.399 -4.215
C 2.491 -3.268 -2.830
C 1.884 -2.178 -2.240
H -1.552 3.655 -5.366
H -2.759 1.540 -4.951
H -1.709 -0.247 -3.596
H 1.752 2.201 -3.045
H 0.710 3.989 -4.420
H 0.888 -0.556 -5.058
H 1.961 -2.491 -6.080
H 2.996 -4.253 -4.675
H 2.954 -4.018 -2.203
H 1.878 -2.076 -1.162
*
```

(2)
Below is C47H40BrN5O5SSc as an isolated structure, with properties calculated with ωB97M-V/def2-TZVPD.

Computed properties:
E_HOMO (eV): -3.259
Energy (eV): -168660.413
Orbital gap (hartree): 0.1885
ΔE to the lowest compared entry with this formula, charge and spin (kcal per mole): 31.6
Lowest unoccupied orbital energy (eV): 1.87

The geometry in ORCA input format:
```
! RIJCOSX wB97M-V def2-TZVPD def2/J DEFGRID3
* xyz -1 1
Sc -0.375 0.589 0.647
O -2.087 3.226 -2.479
C -1.750 4.422 -1.933
C -2.311 5.574 -2.480
C -2.013 6.816 -1.949
C -1.166 6.917 -0.855
C -0.613 5.766 -0.314
C -0.875 4.508 -0.843
C -0.198 3.256 -0.277
O -1.036 2.132 -0.452
N 0.149 3.510 1.119
N 0.061 2.411 1.814
C 0.389 2.381 3.081
C 0.218 1.212 3.923
C 0.868 1.150 5.160
C 0.710 0.082 6.035
C -0.138 -0.962 5.695
C -0.804 -0.933 4.475
C -0.627 0.118 3.572
O -1.230 0.085 2.395
H -1.800 2.562 -1.796
H -2.988 5.460 -3.318
H -2.457 7.705 -2.384
H -0.941 7.882 -0.418
H 0.033 5.819 0.552
H 0.801 3.285 3.526
H 1.520 1.973 5.437
H 1.240 0.078 6.980
H -0.289 -1.791 6.377
H -1.501 -1.712 4.191
O 3.674 -2.147 3.329
C 4.296 -1.579 2.240
C 5.657 -1.805 2.091
C 6.320 -1.276 0.995
C 5.634 -0.511 0.062
C 4.274 -0.295 0.218
C 3.591 -0.838 1.294
C 2.096 -0.648 1.424
O 1.586 0.306 0.620
N 1.462 -1.964 1.067
N 0.121 -1.845 0.972
C -0.628 -2.836 1.255
C -2.081 -2.781 1.178
Br -2.890 -1.372 0.195
C -2.884 -3.717 1.702
C -2.448 -4.900 2.468
C -3.043 -6.132 2.191
C -2.666 -7.272 2.882
C -1.695 -7.195 3.871
C -1.109 -5.974 4.166
C -1.483 -4.831 3.473
H 2.912 -1.613 3.589
H 6.175 -2.385 2.844
H 7.383 -1.451 0.880
H 6.158 -0.083 -0.783
H 3.708 0.306 -0.483
H 1.839 -0.428 2.484
H 1.763 -2.735 1.661
H -0.209 -3.780 1.606
H -3.951 -3.632 1.532
H -3.799 -6.193 1.417
H -3.132 -8.221 2.650
H -1.400 -8.084 4.415
H -0.358 -5.901 4.942
H -1.033 -3.880 3.722
C -1.623 -4.996 -1.735
C -1.959 -4.564 -3.162
C -1.215 -5.492 -4.131
C -3.471 -4.717 -3.364
C -1.556 -3.115 -3.434
C -1.766 -2.579 -4.723
C -1.383 -1.302 -5.058
C -0.784 -0.511 -4.078
S -0.080 1.062 -4.186
C 0.357 0.970 -2.507
N -0.018 -0.113 -1.896
C -0.626 -0.994 -2.778
C -0.990 -2.309 -2.468
C 1.314 2.005 -2.013
C 2.573 1.878 -2.623
C 3.621 2.717 -2.307
C 3.417 3.724 -1.371
C 2.181 3.859 -0.775
C 1.108 3.011 -1.068
H -1.915 -6.038 -1.590
H -2.156 -4.395 -0.997
H -0.554 -4.918 -1.530
H -1.506 -6.531 -3.957
H -0.136 -5.410 -3.988
H -1.433 -5.251 -5.172
H -3.780 -5.743 -3.153
H -3.769 -4.481 -4.387
H -4.016 -4.049 -2.694
H -2.226 -3.197 -5.484
H -1.531 -0.928 -6.062
H -0.794 -2.665 -1.469
H 2.722 1.085 -3.345
H 4.585 2.582 -2.780
H 4.222 4.396 -1.102
H 2.018 4.622 -0.027
*
```

(3)
Below is C47H40IrN11O8S2Se as an isolated structure in a non-equilibrium geometry, with properties calculated with ωB97M-V/def2-TZVPD.

Computed properties:
E_HOMO (spin up / spin down) (eV): -9.837 / -9.853
Energy (eV): -172004.007
Orbital gap (spin up / spin down) (hartree): 0.1893 / 0.1898
ΔE to the lowest compared entry with this formula, charge and spin (kcal per mole): 54.3
Lowest unoccupied orbital energy (spin up / spin down) (eV): -4.69 / -4.69

The geometry in ORCA input format:
```
! RIJCOSX wB97M-V def2-TZVPD def2/J DEFGRID3
* xyz 1 2
Ir 0.139 0.367 -0.447
O -0.020 -1.194 3.220
S 0.800 -0.375 2.386
O 0.347 0.988 2.165
N 0.972 -0.960 0.838
C 1.601 -2.129 0.614
C 2.259 -2.826 1.656
C 3.198 -3.791 1.368
C 3.562 -4.051 0.058
C 2.856 -3.460 -1.011
C 3.184 -3.669 -2.363
C 2.452 -2.984 -3.339
C 1.308 -2.324 -3.016
N 0.800 -2.317 -1.702
C 1.758 -2.616 -0.708
C 2.415 -0.213 3.150
C 2.582 -0.706 4.433
C 3.782 -0.501 5.095
C 4.804 0.194 4.466
C 4.626 0.689 3.182
C 3.425 0.487 2.517
H 1.988 -2.610 2.672
H 3.684 -4.316 2.175
H 4.326 -4.777 -0.165
H 4.013 -4.304 -2.624
H 2.787 -2.994 -4.364
H 0.703 -1.844 -3.765
H 1.768 -1.245 4.894
H 3.923 -0.884 6.096
H 5.746 0.341 4.975
H 5.428 1.227 2.700
H 3.272 0.867 1.517
Se 1.099 3.302 -7.451
N 2.121 2.333 -6.385
C 1.487 2.130 -5.245
C 2.020 1.385 -4.141
C 3.288 0.833 -4.121
C 3.722 0.187 -2.965
C 2.863 0.063 -1.886
N 1.621 0.534 -1.882
C 1.190 1.238 -2.990
C -0.076 1.834 -2.911
N -0.780 1.645 -1.741
C -1.954 2.246 -1.603
C -2.532 3.020 -2.596
C -1.861 3.198 -3.805
C -0.618 2.610 -3.977
C 0.186 2.735 -5.160
N -0.190 3.387 -6.243
H 3.931 0.931 -4.981
H 4.722 -0.208 -2.893
H 3.196 -0.429 -0.982
H -2.461 2.096 -0.658
H -3.495 3.474 -2.426
H -2.281 3.790 -4.603
S 1.678 3.002 -0.268
C 1.602 4.022 1.096
N 1.977 5.297 0.972
C 1.907 6.230 2.079
C 2.190 5.469 3.371
C 1.206 4.310 3.488
N 1.223 3.540 2.262
H 2.251 5.628 0.062
H 0.914 6.695 2.120
H 2.647 7.017 1.928
H 2.107 6.125 4.236
H 3.208 5.077 3.334
H 0.191 4.671 3.687
H 1.495 3.644 4.304
H 0.871 2.581 2.283
C -3.812 -0.794 -1.686
N -3.105 -0.866 -2.925
C -3.869 -0.696 -4.120
C -1.773 -1.366 -2.929
C -1.598 -2.715 -2.262
C -2.653 -3.621 -2.269
C -2.601 -4.808 -1.564
C -1.474 -5.104 -0.821
C -0.394 -4.249 -0.853
C -0.429 -3.058 -1.575
H -4.643 -0.098 -1.776
H -3.137 -0.460 -0.904
H -4.212 -1.767 -1.383
H -4.318 0.302 -4.124
H -4.683 -1.426 -4.193
H -3.242 -0.802 -5.001
H -1.132 -0.671 -2.338
H -1.405 -1.377 -3.960
H -3.527 -3.410 -2.865
H -3.435 -5.492 -1.591
H -1.408 -6.010 -0.240
H 0.501 -4.509 -0.311
O -1.481 -2.112 0.895
C -1.906 -1.014 1.210
O -1.633 0.079 0.590
C -2.891 -0.823 2.332
C -3.635 -1.889 2.820
C -4.577 -1.657 3.819
C -4.776 -0.393 4.354
C -3.992 0.650 3.877
C -3.053 0.445 2.872
N -4.162 1.983 4.407
O -3.363 2.826 4.042
O -5.085 2.174 5.167
N -5.387 -2.764 4.297
O -6.131 -2.548 5.225
O -5.267 -3.824 3.725
H -3.495 -2.886 2.430
H -5.518 -0.226 5.123
H -2.452 1.268 2.517
*
```

(4)
Below is C47H41N6O3S2SbTeW as an isolated structure in a non-equilibrium geometry, with properties calculated with ωB97M-V/def2-TZVPD.

Computed properties:
E_HOMO (eV): -7.385
Energy (eV): -101810.029
Orbital gap (hartree): 0.1434
ΔE to the lowest compared entry with this formula, charge and spin (kcal per mole): 43.6
Lowest unoccupied orbital energy (eV): -3.48

The geometry in ORCA input format:
```
! RIJCOSX wB97M-V def2-TZVPD def2/J DEFGRID3
* xyz 0 1
W -1.082 0.589 -1.210
C -3.623 0.383 -0.910
C -3.284 -0.380 -2.060
C -2.678 0.497 -3.020
C -2.622 1.807 -2.438
C -3.154 1.720 -1.113
C -3.462 2.877 -0.201
C -2.342 3.072 -3.206
C -2.623 0.225 -4.501
C -3.801 -1.762 -2.367
C -4.633 -0.005 0.136
H -3.612 2.539 0.825
H -4.372 3.387 -0.523
H -2.651 3.609 -0.209
H -1.455 2.980 -3.842
H -2.184 3.910 -2.528
H -3.196 3.308 -3.846
H -2.087 1.013 -5.028
H -3.639 0.197 -4.898
H -2.139 -0.723 -4.729
H -3.563 -2.035 -3.395
H -4.887 -1.783 -2.255
H -3.388 -2.524 -1.701
H -4.362 0.331 1.136
H -4.802 -1.079 0.161
H -5.585 0.470 -0.115
N -0.475 -1.311 -0.989
C 0.059 -2.232 -0.450
C 0.666 -3.203 0.244
C 0.643 -3.123 1.651
N 0.655 -3.025 2.795
C 1.400 -4.235 -0.366
N 2.020 -5.069 -0.850
Te 0.600 0.561 -3.308
C 0.483 -1.397 -4.218
C 1.388 -1.755 -5.208
C 1.393 -3.038 -5.727
C 0.500 -3.988 -5.258
C -0.426 -3.630 -4.297
C -0.438 -2.342 -3.790
H 2.090 -1.014 -5.554
H 2.109 -3.303 -6.489
H 0.517 -4.997 -5.640
H -1.141 -4.351 -3.927
H -1.168 -2.091 -3.028
O -5.788 -2.783 4.977
S -5.617 -2.013 6.185
O -5.860 -2.702 7.424
O -6.027 -0.622 6.114
C -3.787 -1.603 6.208
N -3.203 -1.372 7.349
C -1.985 -0.825 7.261
C -1.416 -0.496 6.049
C -2.140 -0.817 4.887
N -3.353 -1.397 5.013
C -1.743 -0.554 3.537
C -0.896 0.502 3.149
C -0.800 0.836 1.829
N -1.406 0.156 0.803
C -2.110 -0.965 1.200
C -2.333 -1.301 2.496
H -1.477 -0.642 8.200
H -0.436 -0.049 5.995
H -0.380 1.099 3.884
H -0.296 1.748 1.534
H -2.515 -1.590 0.412
H -2.963 -2.136 2.753
S -0.224 2.663 -0.837
Sb 2.038 0.748 -0.129
C 2.989 2.537 -0.998
C 3.305 2.622 -2.349
C 3.871 3.770 -2.875
C 4.116 4.860 -2.061
C 3.813 4.782 -0.715
C 3.264 3.626 -0.183
C 2.598 1.298 1.914
C 2.009 2.375 2.565
C 2.367 2.702 3.862
C 3.329 1.958 4.524
C 3.934 0.895 3.875
C 3.567 0.567 2.579
C 3.805 -0.512 -0.553
C 3.870 -1.795 -0.032
C 4.928 -2.632 -0.344
C 5.930 -2.192 -1.188
C 5.887 -0.902 -1.682
C 4.833 -0.063 -1.365
H 3.124 1.788 -3.018
H 4.109 3.802 -3.928
H 4.546 5.760 -2.476
H 3.999 5.626 -0.066
H 3.059 3.585 0.878
H 1.272 2.987 2.060
H 1.895 3.540 4.357
H 3.605 2.206 5.538
H 4.697 0.321 4.381
H 4.046 -0.260 2.082
H 3.105 -2.143 0.647
H 4.956 -3.632 0.057
H 6.736 -2.854 -1.467
H 6.672 -0.539 -2.327
H 4.833 0.949 -1.738
*
```

Q: Which value of energy does entry 2 give?
A: -168660.413 eV

Q: What is the ΔE to the lowest compared entry with this formula, charge and spin in the third record?
A: 54.3 kcal per mole